Density functional theory data (ωB97M-V with the def2-TZVPD basis set) for a molecular structure, C35H95AgN8O9Pd in a non-equilibrium geometry.

Geometry as XYZ:
```
149
Properties=species:S:1:pos:R:3:mulliken_spin:R:1
Pd 1.9508 1.7068 2.9316 1.139
Ag 3.4391 -1.1430 2.2547 -0.019
C -1.1297 -0.6098 1.0093 0.072
C 0.3899 -0.5843 0.4532 -0.070
C 0.4711 -0.2711 -1.0433 0.022
O 1.1964 0.3725 1.1583 0.610
H -1.0688 -0.7551 2.0879 -0.004
H -1.7663 -1.4290 0.6750 -0.001
H -1.6188 0.3444 0.8133 0.000
H 0.7942 -1.5895 0.5725 0.004
H -0.0211 -1.0106 -1.6749 0.006
H 1.4508 -0.0728 -1.4779 -0.003
H -0.1889 0.5550 -1.3080 0.000
C -1.7376 -3.1759 -6.6105 0.000
C -1.8898 -3.8351 -5.2261 0.000
C -1.0705 -3.2950 -4.0589 0.000
O 0.3014 -3.6384 -4.1516 0.000
C 0.7072 -4.9388 -3.7307 0.000
N -3.3098 -3.9028 -4.8616 0.000
H -0.7998 -2.6444 -6.7725 0.000
H -2.5566 -2.4635 -6.7097 0.000
H -1.8793 -3.8927 -7.4193 0.000
H -1.6645 -4.8975 -5.1329 0.000
H -1.5364 -3.8396 -3.2377 0.000
H -1.1146 -2.2085 -3.9831 0.000
H 1.7939 -4.9334 -3.8147 0.000
H 0.4713 -5.6295 -4.5402 0.000
H 0.1579 -5.4422 -2.9351 0.000
H -3.6356 -2.9498 -4.9366 0.000
H -3.7315 -4.5124 -5.5477 0.000
C 6.1394 1.4368 -1.9446 0.000
C 4.7641 1.9025 -1.7152 -0.003
C 3.8693 2.0192 -2.9109 0.000
O 4.3335 3.0722 -3.7629 0.000
C 3.4607 3.2532 -4.8532 0.000
N 4.1393 1.0057 -0.7752 -0.007
H 6.8864 1.7244 -1.2047 0.000
H 6.5052 1.8643 -2.8782 0.000
H 6.2005 0.3791 -2.2005 0.000
H 4.7818 2.8973 -1.2701 0.000
H 2.9060 2.3870 -2.5576 0.001
H 3.6988 1.0837 -3.4438 0.000
H 2.3982 3.1579 -4.6291 0.000
H 3.6359 2.4024 -5.5116 0.000
H 3.6684 4.2316 -5.2863 0.000
H 3.1303 0.9715 -0.8065 0.013
H 4.3136 1.1943 0.2016 -0.007
C -4.5169 0.6182 0.3583 -0.002
C -5.1910 1.9543 0.1603 0.000
C -6.5426 1.7489 -0.5659 0.000
O -7.3271 1.0999 0.4159 0.000
C -8.6985 0.9189 0.0603 0.000
N -5.4028 2.5325 1.4799 0.000
H -3.6311 0.5561 0.9906 -0.001
H -4.3979 0.1661 -0.6264 0.000
H -5.2575 -0.0131 0.8493 0.000
H -4.5386 2.6132 -0.4126 0.000
H -6.4031 1.1583 -1.4714 0.000
H -6.9434 2.7290 -0.8247 0.000
H -8.8651 0.9498 -1.0165 0.000
H -9.3357 1.6741 0.5205 0.000
H -8.9677 -0.0425 0.4977 0.000
H -6.1078 2.0447 2.0138 0.000
H -5.8124 3.4518 1.3943 0.000
C -3.0917 -1.9846 4.4583 0.000
C -2.0678 -3.0594 4.8826 0.000
C -2.2434 -3.4847 6.4099 0.000
O -3.6179 -3.8275 6.7090 0.000
C -3.7791 -4.1787 8.0561 0.000
N -2.2361 -4.2631 4.1002 0.000
H -2.9505 -1.8569 3.3851 0.000
H -2.7877 -1.1211 5.0501 0.000
H -4.1697 -2.0005 4.6187 0.000
H -1.0121 -2.7997 4.8042 0.000
H -2.0683 -2.6504 7.0891 0.000
H -1.4342 -4.1940 6.5836 0.000
H -4.7162 -4.7307 7.9846 0.000
H -3.8041 -3.3811 8.7986 0.000
H -3.0203 -4.8875 8.3878 0.000
H -3.1190 -4.7246 4.2661 0.000
H -2.0817 -4.0819 3.1186 0.000
C 0.8469 1.0337 -8.3571 0.000
C 0.2449 1.4822 -6.9993 0.000
C 0.6100 0.5547 -5.7861 0.000
O 2.0679 0.3875 -5.7193 0.000
C 2.4765 -0.6114 -4.8122 0.001
N 0.6352 2.8631 -6.8005 0.000
H 1.0645 -0.0149 -8.5602 0.000
H 1.8943 1.3324 -8.3133 0.000
H 0.3530 1.4980 -9.2107 0.000
H -0.8378 1.3694 -7.0554 0.000
H 0.1860 -0.4485 -5.8315 0.000
H 0.1490 0.9188 -4.8679 0.000
H 2.2245 -1.6128 -5.1611 0.000
H 2.2396 -0.4542 -3.7599 -0.001
H 3.5586 -0.7200 -4.8851 0.000
H 0.2786 3.5653 -7.4328 0.000
H 1.5829 2.7846 -7.1408 0.000
C -2.4726 2.3988 4.0813 0.022
C -1.0099 2.6430 4.3868 -0.020
C -0.5362 1.7017 5.4908 0.024
O -1.4138 1.9454 6.6385 0.001
C -1.0972 1.0459 7.7112 0.000
N -0.3228 2.2956 3.2607 0.137
H -3.0986 2.8354 4.8595 0.002
H -2.6570 1.3501 3.8480 -0.002
H -2.7486 3.0101 3.2221 0.001
H -0.8807 3.6926 4.6511 0.004
H 0.4869 2.0456 5.6431 -0.001
H -0.5212 0.6416 5.2376 -0.017
H -1.3432 0.0189 7.4414 0.000
H -1.7410 1.3942 8.5188 0.000
H -0.0331 1.2191 7.8718 0.000
H -0.6746 2.8739 2.5111 -0.012
H -0.6117 1.3389 3.1148 0.023
C 3.0665 5.9987 3.8716 0.002
C 2.3671 4.7313 3.4931 -0.006
C 2.6043 4.5154 1.9836 -0.001
O 1.8658 3.4869 1.3747 0.077
C 1.7903 3.4813 -0.0758 -0.011
N 2.8765 3.6051 4.2688 0.031
H 3.2324 6.1118 4.9430 0.000
H 2.4084 6.8098 3.5599 0.000
H 4.0470 6.1647 3.4251 0.000
H 1.2950 4.8450 3.6535 0.002
H 3.6818 4.3805 1.8895 -0.001
H 2.3437 5.3690 1.3578 -0.001
H 1.5645 2.5107 -0.5175 0.001
H 2.7879 3.7377 -0.4325 0.002
H 1.0948 4.1779 -0.5439 0.001
H 2.5936 3.6824 5.2353 -0.001
H 3.8804 3.5878 4.1593 0.000
C 4.1602 -3.0000 -1.9953 0.000
C 3.7095 -2.6046 -0.5293 0.001
C 3.1782 -3.7843 0.3614 0.001
O 2.4405 -3.1558 1.4524 -0.002
C 1.5143 -3.9559 2.1963 0.000
N 4.8671 -2.0144 -0.0128 -0.001
H 4.7518 -3.9134 -2.0567 0.000
H 4.7417 -2.2499 -2.5313 0.000
H 3.1586 -3.1432 -2.4008 0.000
H 3.0390 -1.7502 -0.6211 -0.004
H 3.8630 -4.5242 0.7758 0.000
H 2.5948 -4.3436 -0.3700 0.000
H 1.0341 -3.3935 2.9971 0.000
H 2.0088 -4.8129 2.6535 0.000
H 0.6742 -4.4544 1.7127 0.000
H 5.1119 -1.1560 -0.4854 -0.001
H 5.6558 -2.5491 -0.3476 0.000
```

Calculated values
LUMO (alpha / beta): -0.2626 / -0.3009 Eh
Total energy: -75637.608 eV
Gap between HOMO and LUMO (alpha / beta): 5.41 / 4.37 eV
2S+1: 3
Net charge: +2
Energy relative to the best compared isomer or geometry (same formula, charge and spin): 224.9 kJ/mol